1.
C28H31GeN5ORhS as an isolated structure. Source: the OMol25 dataset; level of theory: the ωB97M-V functional and the def2-TZVPD basis.

Results
highest occupied orbital energy (spin up / spin down): -10.60 / -10.71 eV
spin multiplicity: 5
charge: +1
Kohn-Sham gap (spin up / spin down): 7.96 / 5.21 eV
electronic energy: -4019.89530 Eh
⟨S²⟩: 6.011
energy above the lowest of the compared OMol25 structures with the same formula, charge and spin: 42.9 kJ/mol
E_LUMO (spin up / spin down): -2.6403 / -5.4985 eV
maximum force: 3.4 eV Å⁻¹

```
68
Properties=species:S:1:pos:R:3:forces:R:3:mulliken_spin:R:1
Rh 0.050 -0.074 0.367 -1.333 0.986 -2.102 2.8339
Ge 1.985 -1.114 1.391 2.413 -0.978 2.187 0.1104
S -1.811 1.169 1.088 -0.023 -0.545 0.401 0.3767
O 0.246 1.729 -0.922 0.710 -1.903 -0.054 0.1754
N -0.844 -1.425 -1.281 0.313 0.695 0.732 0.0738
N -1.501 -3.728 -1.586 -0.018 -0.291 0.239 0.0076
N -0.376 2.788 -0.493 -1.111 1.189 0.844 0.0191
N -2.731 -1.976 -2.677 -0.360 0.209 -0.101 0.0130
N -0.512 -2.513 -3.406 0.375 0.068 -0.323 0.0137
C -1.396 -4.426 4.100 -0.246 0.204 0.107 0.0032
C 3.382 -0.300 3.915 0.083 -0.115 0.059 -0.0084
C 1.628 -5.318 2.158 -0.414 -0.403 0.374 -0.0048
C -1.629 5.097 0.362 0.218 -0.171 -0.222 0.0004
C 0.188 -3.021 2.870 -0.049 -0.234 0.067 -0.1067
C 1.977 2.071 4.226 -0.053 0.146 0.048 0.0124
C -1.364 2.702 0.439 0.189 0.298 -0.262 -0.0126
C -2.143 -3.326 4.427 0.122 -0.410 0.005 -0.0001
C 1.374 -2.904 2.093 -0.006 0.386 -0.639 0.1172
C -0.620 5.148 -0.600 -0.148 -0.108 0.143 0.0110
C -0.626 -3.810 -2.751 0.087 -0.141 0.046 -0.0018
C -1.747 -2.060 3.977 0.259 0.227 -0.307 0.0238
C -0.957 -2.762 -0.657 -0.019 -0.667 0.245 0.1423
C 0.502 -5.444 2.930 0.426 -0.010 -0.257 0.0302
C 3.667 -1.364 0.326 -0.713 0.228 -0.178 0.0704
C 2.052 -4.052 1.742 0.190 0.697 -0.191 0.0312
C -1.843 -2.091 -3.828 -0.045 0.084 -0.096 -0.0006
C -0.232 -4.306 3.313 0.048 0.305 -0.067 -0.0154
C -0.616 -1.918 3.213 -0.342 0.339 0.100 0.0402
C -2.818 -3.275 -2.023 -0.134 -0.097 0.073 0.0007
C 2.932 1.705 5.161 -0.064 0.109 0.001 -0.0002
C -1.995 3.870 0.867 0.133 -0.007 -0.062 0.0085
C -2.185 -1.011 -1.748 -0.623 0.194 -0.159 0.0086
C 1.732 1.250 3.139 -0.154 0.106 -0.142 0.0489
C 3.630 0.520 5.005 0.152 -0.112 0.058 0.0024
C -0.018 3.982 -1.002 0.199 0.261 -0.178 0.0105
C 0.026 -1.545 -2.472 0.376 -0.023 -0.468 0.0169
C 2.428 0.063 2.980 -0.503 -0.589 -1.182 0.1015
H -0.338 -0.926 2.856 0.036 -0.060 0.245 0.0085
H 4.371 0.229 5.737 0.037 -0.003 0.022 0.0003
H -2.107 6.000 0.706 -0.073 0.072 0.024 -0.0004
H -1.610 -2.695 0.222 0.102 0.054 -0.071 0.0019
H -1.039 -4.534 -3.456 0.063 0.045 0.040 0.0005
H 2.945 -3.983 1.138 0.104 0.009 -0.107 0.0025
H -2.854 -0.920 -0.886 0.161 0.022 -0.085 -0.0091
H -3.038 -3.428 5.021 -0.063 -0.028 0.089 0.0000
H 4.459 -1.775 0.946 -0.040 -0.084 0.274 0.0130
H 0.780 3.936 -1.728 -0.011 -0.051 -0.004 -0.0001
H -2.339 -1.196 4.235 -0.060 0.152 0.001 0.0014
H -2.765 3.773 1.615 -0.079 0.004 0.075 -0.0039
H 1.026 -1.863 -2.158 -0.102 0.043 0.052 -0.0053
H 0.037 -3.097 -0.337 -0.139 0.137 -0.002 -0.0779
H 3.516 -2.016 -0.530 -0.052 -0.143 -0.035 -0.0087
H 3.931 -1.225 3.803 0.063 -0.096 0.036 -0.0023
H -1.686 -5.409 4.438 -0.075 -0.107 0.034 0.0003
H -3.479 -3.201 -1.156 0.003 -0.019 -0.037 -0.0012
H -3.232 -4.005 -2.722 0.001 0.049 0.046 0.0003
H 0.149 -6.414 3.246 0.022 -0.150 0.042 0.0012
H -0.299 6.083 -1.030 0.055 0.020 -0.040 -0.0001
H 0.100 -0.568 -2.959 -0.019 -0.054 0.127 0.0026
H -2.250 -2.830 -4.522 0.041 0.070 0.034 0.0002
H 1.422 2.990 4.344 -0.011 0.082 0.022 0.0007
H 2.188 -6.196 1.870 0.059 -0.038 -0.036 0.0010
H 0.365 -4.148 -2.437 -0.033 -0.002 -0.011 -0.0017
H -2.102 -0.039 -2.244 0.046 -0.064 0.156 -0.0014
H -1.778 -1.128 -4.339 0.002 -0.018 0.020 -0.0015
H 3.135 2.346 6.007 -0.012 0.010 0.050 -0.0001
H 0.983 1.532 2.395 0.076 0.106 0.230 -0.0797
H 4.003 -0.403 -0.055 -0.037 0.117 0.068 0.0058
```
Forces are in eV/Å.

---

2.
C28H31N5O2RuSe as an isolated structure. Source: the OMol25 dataset; level of theory: the ωB97M-V functional and the def2-TZVPD basis.

Results
highest occupied orbital energy: -13.29 eV
spin multiplicity: 1
charge: +2
Kohn-Sham gap: 7.34 eV
electronic energy: -4005.72159 Eh
energy above the lowest of the compared OMol25 structures with the same formula, charge and spin: 0.0 kJ/mol
E_LUMO: -5.9410 eV
maximum force: 0.4 eV Å⁻¹

```
68
Properties=species:S:1:pos:R:3:forces:R:3:lowdin_charge:R:1
Ru 0.646 -0.001 0.335 0.247 -0.047 0.328 0.9480
Se 2.870 -1.175 0.144 -0.102 0.021 -0.055 0.8074
O -0.472 -2.874 -1.215 -0.016 0.134 -0.001 -0.0026
O 0.386 -2.198 0.679 -0.069 0.128 -0.179 -0.1541
N -0.211 0.109 2.259 -0.047 0.156 0.055 -0.3319
N 4.904 0.494 -1.061 -0.029 0.000 0.040 -0.1109
N 1.257 1.964 0.322 0.058 -0.119 -0.058 -0.0357
N 5.289 0.169 1.036 0.017 -0.063 0.058 -0.1187
N -1.078 0.989 -0.469 0.018 -0.031 -0.008 0.0029
C -3.397 -1.476 2.374 -0.012 -0.006 -0.006 -0.0098
C -3.274 1.306 -1.392 0.020 0.044 -0.012 0.0025
C -1.175 -2.363 -2.365 -0.019 -0.054 0.016 -0.0108
C -0.633 -2.412 0.017 0.018 -0.254 -0.002 -0.4388
C -0.871 2.325 -0.648 0.009 -0.012 -0.030 -0.1516
C -1.518 4.588 -1.323 0.063 0.024 0.021 0.0143
C -2.117 -1.601 1.852 -0.041 -0.010 0.022 -0.1393
C -2.259 0.518 -0.838 -0.040 -0.014 -0.017 -0.0920
C 0.936 0.238 3.195 -0.043 0.019 -0.023 -0.0723
C 0.383 2.850 -0.221 0.035 0.002 -0.013 -0.1552
C -1.967 -2.324 0.652 0.035 0.010 -0.032 -0.1212
C -1.826 3.192 -1.189 -0.046 -0.001 -0.035 -0.1209
C 4.284 0.441 -2.381 0.001 -0.004 0.003 -0.0093
C 1.891 4.677 0.157 -0.012 -0.066 0.006 0.0345
C -0.968 -1.111 2.702 0.045 0.006 0.042 -0.1202
C -4.496 -2.076 1.768 0.008 0.007 0.004 -0.0250
C 6.099 1.115 -0.771 0.008 -0.005 0.026 -0.0093
C -3.058 -2.976 0.083 -0.007 -0.006 -0.009 -0.0111
C 6.341 0.911 0.542 0.015 0.042 -0.006 -0.0121
C -4.323 -2.858 0.638 0.009 0.001 -0.006 -0.0296
C 2.756 3.780 0.734 -0.027 0.024 -0.034 -0.0066
C 4.414 -0.084 0.048 -0.139 0.115 -0.095 -0.6510
C 2.403 2.431 0.797 0.106 -0.071 0.036 -0.1123
C -0.330 5.080 -0.915 -0.061 -0.018 -0.003 0.0124
C 5.176 -0.296 2.416 0.014 -0.021 -0.032 -0.0021
C -3.064 2.648 -1.571 0.013 -0.036 0.033 0.0349
C -1.094 1.281 2.477 -0.002 -0.008 -0.026 -0.0506
C 0.656 4.216 -0.332 0.058 0.065 0.020 -0.1225
H -2.442 -0.530 -0.672 0.005 -0.022 -0.008 0.0849
H -5.478 -1.963 2.207 -0.001 -0.002 -0.001 0.1225
H 1.609 -0.604 3.052 -0.004 -0.008 -0.002 0.0770
H 4.528 -1.168 2.437 0.002 0.003 0.005 0.0624
H -3.832 3.288 -1.987 0.003 -0.005 -0.014 0.1361
H -1.375 -0.866 3.687 0.016 -0.013 0.007 0.1304
H -0.752 -1.392 -2.625 0.009 -0.005 -0.001 0.0949
H 4.167 -0.594 -2.692 -0.005 0.000 -0.003 0.0951
H 6.674 1.628 -1.520 0.001 -0.001 0.000 0.1377
H 0.577 0.257 4.227 0.005 -0.001 0.002 0.1083
H -1.336 1.365 3.539 -0.004 0.000 0.005 0.1094
H 3.308 0.921 -2.352 0.001 -0.002 -0.003 0.0839
H -0.585 2.189 2.162 -0.015 -0.002 0.022 0.0862
H -4.210 0.838 -1.661 0.000 0.005 -0.002 0.1253
H 3.067 1.701 1.246 -0.081 0.072 -0.066 0.0873
H 4.930 0.964 -3.080 -0.004 -0.002 -0.001 0.1018
H 6.163 -0.570 2.776 0.004 0.008 -0.003 0.1069
H -2.268 5.239 -1.753 0.006 0.002 -0.005 0.1316
H 1.461 1.168 2.986 -0.020 -0.017 0.039 0.0753
H -5.160 -3.379 0.197 -0.001 0.000 0.002 0.1226
H 2.140 5.728 0.087 0.003 0.001 0.004 0.1355
H -3.540 -0.930 3.298 0.005 0.001 0.000 0.1257
H -0.246 -1.911 2.835 0.008 -0.008 -0.027 0.1326
H -2.017 1.163 1.914 0.014 0.002 0.007 0.0890
H -2.245 -2.279 -2.199 -0.001 0.025 -0.012 0.0785
H 3.709 4.094 1.137 -0.005 0.013 0.004 0.1220
H -0.982 -3.072 -3.162 -0.005 -0.004 0.001 0.1117
H 7.168 1.211 1.161 0.004 -0.001 0.000 0.1393
H -0.103 6.134 -1.008 -0.005 0.000 -0.007 0.1312
H -2.912 -3.609 -0.782 -0.011 -0.003 0.020 0.1268
H 4.764 0.489 3.048 -0.009 0.014 0.007 0.0986
```
Forces are in eV/Å.